(1)
8 unconnected molecules or ions with the total composition C25H61IN2O10S. Source: the Open Molecules 2025 dataset; level of theory: the ωB97M-V functional and the def2-TZVPD basis.

Results
SMILES string: NCC(=O)O[C@](O)(I)N=C=S.CC(C)O.CC(C)O.CC(C)O.CC(C)O.CC(C)O.CC(C)O.CC(C)O
lowest unoccupied orbital energy: -0.18 eV
E_tot: -69304.2402 eV
2S+1: 1
strongest force on any atom: 1.38 eV Å⁻¹
Kohn-Sham gap: 0.3271 hartree
highest occupied orbital energy: -0.334 hartree

CARTESIAN COORDINATES (ANGSTROEM)
N 2.192633 -0.978394 4.039630
C 3.597890 -1.361891 4.057969
C 4.147422 -1.281911 2.648736
O 4.433341 -0.237583 2.148656
O 4.406527 -2.448128 1.937984
C 3.349508 -3.291344 1.610699
O 3.880662 -4.230487 0.743022
I 1.805727 -2.244037 0.476736
N 2.846322 -4.043058 2.781602
C 1.656382 -4.066183 3.058554
S 0.208292 -4.083241 3.637573
H 1.832153 -0.938094 4.983993
H 2.108932 -0.050049 3.638202
H 3.687402 -2.387261 4.413004
H 4.240578 -0.749065 4.697665
H 3.904089 -5.072843 1.214675
C 2.223182 -6.120700 6.511189
C 3.159151 -5.002831 6.942185
C 3.320278 -4.958651 8.453433
O 2.680215 -3.746346 6.459041
H 1.225934 -5.966825 6.933452
H 2.120510 -6.136159 5.425737
H 2.590184 -7.093488 6.841139
H 4.134931 -5.144773 6.475151
H 2.355687 -4.771094 8.933657
H 3.994076 -4.151990 8.743227
H 3.717695 -5.899212 8.836779
H 1.814200 -3.589418 6.851716
C -3.014970 -1.016823 1.363658
C -2.110387 0.203094 1.279048
C -2.838138 1.398826 0.689602
O -0.953871 -0.093208 0.497525
H -3.357403 -1.305409 0.365993
H -2.473320 -1.865677 1.783493
H -3.890678 -0.819083 1.984103
H -1.739433 0.448723 2.275799
H -3.167042 1.179089 -0.328510
H -2.169889 2.258476 0.633975
H -3.709920 1.673618 1.286991
H -1.250474 -0.306785 -0.394953
C -2.135853 4.602187 -3.081567
C -1.535672 3.456299 -2.286287
C -0.071711 3.233228 -2.630174
O -2.281773 2.256899 -2.512072
H -2.098929 4.388141 -4.154591
H -3.182680 4.740486 -2.810616
H -1.606420 5.535735 -2.893359
H -1.630280 3.669117 -1.220984
H 0.036211 2.974454 -3.687706
H 0.336716 2.408116 -2.045639
H 0.521479 4.126992 -2.432570
H -2.215974 2.043575 -3.449326
C 6.886384 -2.257182 -2.826867
C 7.007370 -3.639891 -2.203876
C 5.682813 -4.383742 -2.247336
O 7.463650 -3.537714 -0.856906
H 6.157520 -1.655850 -2.276714
H 7.842539 -1.734858 -2.785049
H 6.566684 -2.317376 -3.868796
H 7.770294 -4.212236 -2.734515
H 4.928645 -3.844736 -1.670738
H 5.784134 -5.371342 -1.794910
H 5.326404 -4.506173 -3.273152
H 6.803673 -3.040646 -0.358596
C 1.419642 -5.579583 -5.566666
C 1.567175 -4.144939 -5.082575
C 2.735828 -3.445685 -5.760981
O 1.728472 -4.113479 -3.667230
H 2.318576 -6.155095 -5.328284
H 0.578242 -6.064807 -5.071520
H 1.260918 -5.621032 -6.645391
H 0.646486 -3.595880 -5.286629
H 3.672949 -3.959395 -5.527698
H 2.826479 -2.419768 -5.403242
H 2.614064 -3.428220 -6.845199
H 2.537469 -4.589746 -3.448678
C -4.338603 7.916180 -2.658199
C -4.101005 7.799029 -1.160222
C -4.313325 9.131843 -0.459792
O -2.783003 7.309438 -0.905590
H -3.636302 8.628061 -3.102840
H -4.181736 6.954089 -3.146700
H -5.353535 8.254176 -2.872343
H -4.777815 7.055017 -0.741191
H -3.609723 9.879662 -0.838213
H -4.139207 9.031057 0.611807
H -5.327306 9.503009 -0.614767
H -2.153314 7.944251 -1.264555
C -8.658882 4.304785 -0.473758
C -7.163343 4.444877 -0.710896
C -6.413776 3.177539 -0.328911
O -6.649313 5.560298 0.017628
H -8.860602 4.122443 0.585548
H -9.178414 5.221498 -0.753887
H -9.075602 3.477756 -1.050157
H -6.980987 4.671250 -1.762729
H -6.549111 2.962227 0.735126
H -5.344377 3.295775 -0.507098
H -6.768440 2.319180 -0.901157
H -6.791850 5.394089 0.955838

Atoms 1-6, force components in eV/Å:
0.0587 0.1658 -0.1485
0.1554 -0.8440 0.1217
0.0990 0.7461 0.0302
0.0989 -0.1461 -0.0866
-0.4853 0.1234 0.2840
0.4206 -1.1451 -0.2169

These are the Löwdin partial charges, in e, on atoms 1 to 8:
1 N 0.036
2 C -0.190
3 C -0.477
4 O 0.148
5 O -0.006
6 C -0.915
7 O -0.055
8 I 1.011

(2)
C19H29FN2O5S in the gas phase. Source: the Open Molecules 2025 dataset; level of theory: the ωB97M-V functional and the def2-TZVPD basis.

Results
SMILES string: O=C(NC[C@H]1C[C@@H]2CC[C@H]1N2C(=O)[C@H]1CCS(=O)(=O)C1)[C@@H](F)C1CCOCC1
lowest unoccupied orbital energy: 0.44 eV
E_tot: -46944.9298 eV
2S+1: 1
strongest force on any atom: 0.31 eV Å⁻¹
Kohn-Sham gap: 0.3738 hartree
highest occupied orbital energy: -0.358 hartree

CARTESIAN COORDINATES (ANGSTROEM)
O -1.319833 0.720418 -2.884394
C -1.740006 -0.292897 -2.353302
N -0.999348 -1.209395 -1.696175
C 0.403028 -1.102099 -1.311759
C 0.965061 0.312809 -1.259318
C 0.195238 1.227551 -0.268330
C 1.264118 1.595374 0.763405
C 2.261445 2.578090 0.123118
C 3.033543 1.668142 -0.871535
C 2.373608 0.296073 -0.639914
N 2.049693 0.348155 0.797961
C 2.918408 0.097620 1.820726
O 2.839209 0.668466 2.892858
C 3.980943 -0.976115 1.557174
C 4.794175 -1.250015 2.831619
C 3.926489 -2.145894 3.706646
S 3.322252 -3.375304 2.563833
O 4.335843 -4.388874 2.409308
O 1.965196 -3.754224 2.854960
C 3.375998 -2.314302 1.102055
C -3.236309 -0.581254 -2.369688
F -3.458144 -1.944512 -2.121891
C -3.992024 0.223470 -1.319466
C -3.869031 1.733455 -1.526297
C -4.721820 2.465181 -0.501700
O -6.080186 2.071433 -0.561911
C -6.226085 0.688672 -0.298678
C -5.472523 -0.160504 -1.309285
H -1.505674 -2.008691 -1.351904
H 0.486700 -1.546860 -0.316676
H 1.016182 -1.700722 -1.994324
H 0.991394 0.737607 -2.258288
H -0.226188 2.102824 -0.759096
H -0.621881 0.678253 0.204621
H 0.901979 1.879649 1.745103
H 1.751952 3.406635 -0.367347
H 2.926867 2.989023 0.881599
H 2.943657 1.989376 -1.908621
H 4.095952 1.629224 -0.625750
H 2.978897 -0.562092 -0.925408
H 4.634446 -0.584806 0.773411
H 5.718472 -1.768076 2.570363
H 5.037648 -0.321642 3.341374
H 4.457832 -2.667284 4.499132
H 3.071435 -1.602006 4.105717
H 2.362534 -2.227743 0.720730
H 4.003022 -2.836871 0.382141
H -3.613931 -0.365330 -3.370881
H -3.562049 -0.033208 -0.341158
H -2.832799 2.063197 -1.449904
H -4.215606 1.993038 -2.530917
H -4.331270 2.279235 0.510497
H -4.704946 3.539813 -0.677477
H -5.864405 0.467314 0.716755
H -7.294435 0.479594 -0.329670
H -5.897277 0.008281 -2.304126
H -5.597441 -1.217276 -1.069932

Atoms 1-6, force components in eV/Å:
-0.0028 0.0003 -0.0050
0.0678 -0.0726 -0.1411
-0.0886 0.1336 0.2643
0.0826 -0.0790 -0.2617
-0.0331 0.0233 0.1343
-0.0054 -0.0034 -0.0012

These are the Löwdin partial charges, in e, on atoms 1 to 8:
1 O 0.068
2 C -0.437
3 N 0.101
4 C -0.121
5 C -0.232
6 C -0.070
7 C -0.231
8 C -0.093

(3)
A molecular structure, C26H22F3MoN10O5Sb. Source: the Open Molecules 2025 dataset; level of theory: the ωB97M-V functional and the def2-TZVPD basis.

Results
lowest unoccupied orbital energy (spin up / spin down): -1.53 / -1.52 eV
<S²>: 2.0175
E_tot: -69002.8914 eV
2S+1: 3
strongest force on any atom: 1.74 eV Å⁻¹
Kohn-Sham gap (spin up / spin down): 0.2616 / 0.2770 hartree
highest occupied orbital energy (spin up / spin down): -0.318 / -0.333 hartree

CARTESIAN COORDINATES (ANGSTROEM)
Mo -0.133050 0.039065 0.393252
O 1.533103 0.970964 2.035549
C 2.642927 0.061550 2.096086
C 2.101976 -1.335199 1.894269
N 1.425452 -1.510564 0.586713
C 2.355950 -1.310628 -0.548614
C 2.460125 0.191095 -0.877302
O 3.490497 0.696008 -1.241779
O 1.320923 0.821655 -0.698782
C 0.796160 -2.851435 0.579615
C -0.525582 -2.765857 1.348908
O -0.964061 -3.694209 1.980259
O -1.122710 -1.603658 1.194051
H 1.851826 1.862911 1.851842
H 3.114461 0.122922 3.078836
H 3.389290 0.308951 1.340619
H 1.372635 -1.552331 2.680949
H 2.924897 -2.049788 1.988143
H 1.921348 -1.782555 -1.430041
H 3.340992 -1.741128 -0.365183
H 1.452565 -3.619899 0.988660
H 0.523187 -3.099896 -0.442154
N -2.129990 1.330328 -2.219236
C -1.615269 0.069797 -2.325316
N -1.691193 -0.680996 -3.402940
N -1.047900 -1.812833 -3.089042
N -0.601993 -1.775302 -1.890278
N -0.951014 -0.579105 -1.344068
C -1.913099 2.120439 -1.130942
N -2.371638 3.348148 -0.962947
N -1.950952 3.716415 0.249800
N -1.279953 2.777425 0.808302
N -1.221452 1.721044 -0.054046
H -2.591769 1.720273 -3.023959
F -7.510572 1.436238 2.111498
C -6.183693 1.300023 2.261467
C -5.529964 0.318445 1.541291
C -4.160959 0.176920 1.707784
C -3.473776 1.007817 2.589605
C -4.152385 2.001139 3.283963
C -5.521084 2.151609 3.125069
Sb -1.382555 0.737477 2.805880
C -0.869661 2.304766 4.154939
C -0.314933 3.492532 3.687045
C 0.003961 4.511677 4.571547
C -0.244912 4.321397 5.917528
F 0.064630 5.301550 6.779087
C -0.810928 3.159938 6.407585
C -1.123398 2.146988 5.514327
C -1.336043 -0.877293 4.209830
C -2.359885 -1.817151 4.240067
C -2.295621 -2.899500 5.102316
C -1.192386 -3.027361 5.922315
F -1.121688 -4.071229 6.763840
C -0.152619 -2.117282 5.909921
C -0.230217 -1.039959 5.040741
H -6.088290 -0.313862 0.864139
H -3.627116 -0.582422 1.145575
H -3.611463 2.670092 3.942321
H -6.069813 2.917435 3.656110
H -0.171389 3.631043 2.622525
H 0.428410 5.446695 4.231160
H -1.003600 3.055806 7.466847
H -1.573176 1.232258 5.879090
H -3.213811 -1.707430 3.584548
H -3.077725 -3.645718 5.127226
H 0.692723 -2.254932 6.570916
H 0.573860 -0.310650 5.025844

Atoms 1-6, force components in eV/Å:
0.6474 -0.2474 1.5922
-0.2354 -0.3524 -0.1272
0.1588 -0.1755 0.0363
0.0419 0.2561 0.1914
0.4212 -0.3914 -0.2112
0.0130 0.2889 -0.1697

These are the Löwdin partial charges, in e, on atoms 1 to 8:
1 Mo 1.607
2 O -0.177
3 C -0.175
4 C -0.135
5 N -0.263
6 C -0.065
7 C -0.605
8 O 0.106

(4)
A molecular structure, C6H13NO. Source: the Open Molecules 2025 dataset; level of theory: the ωB97M-V functional and the def2-TZVPD basis.

Results
lowest unoccupied orbital energy: 0.95 eV
E_tot: -9964.5928 eV
2S+1: 1
strongest force on any atom: 2.75 eV Å⁻¹
Kohn-Sham gap: 0.3327 hartree
highest occupied orbital energy: -0.298 hartree

CARTESIAN COORDINATES (ANGSTROEM)
C -0.146240 0.912317 1.863130
C 0.937236 -0.071540 1.828301
C -0.865813 1.251458 3.137902
O 1.217077 1.326840 1.725983
H -0.711006 1.081105 0.948038
H 1.178907 -0.624928 0.926954
H 1.248489 -0.558030 2.747052
H -0.231393 1.055550 4.001970
H -1.775651 0.652338 3.209392
H -1.162630 2.300842 3.146044
C -0.522469 -1.064034 -1.610422
C -0.723290 -1.629959 -2.912017
C 0.845943 0.200989 -1.863986
N 1.059625 1.255999 -1.322154
H 1.586102 1.526680 -0.489155
H 1.104231 -0.419744 -3.091712
H -0.026442 -1.704006 -0.884544
H -1.305112 -0.428387 -1.208748
H -0.657881 -2.704392 -3.054470
H 0.441271 -1.175865 -3.564725
H -1.490954 -1.183232 -3.532831

Atoms 1-6, force components in eV/Å:
-0.0756 -0.0569 -0.2695
0.0902 -0.0534 -0.2148
0.1121 0.0529 -0.1302
0.1078 0.1184 0.3609
0.0134 -0.1415 0.0289
-0.2265 -0.0445 -0.0218

These are the Löwdin partial charges, in e, on atoms 1 to 8:
1 C -0.350
2 C -0.117
3 C -0.040
4 O -0.078
5 H 0.127
6 H 0.088
7 H 0.113
8 H 0.083